# 1
DFT (ωB97M-V/def2-TZVPD) results for a molecular structure, C14H36Hg2O18 in a non-equilibrium geometry.

HOMO level: -8.528 eV
DFT total energy: -2216.0400 Eh
Gap between HOMO and LUMO: 7.33 eV
2S+1: 1
Lowest unoccupied orbital energy: -1.20 eV
Relative energy (zero: lowest compared OMol25 entry of this formula, charge and spin): 0.0 kcal per mole

Geometry (Å):
Hg 2.4934 1.0456 0.7321
Hg 2.0642 -2.6790 -0.3585
C 4.2705 -1.1773 0.5560
O 3.5610 -0.8003 -0.4685
O 4.2690 -0.3421 1.5273
O 4.1598 -2.4590 0.7570
C 0.4457 -0.3999 -0.5798
O 0.4592 -1.3078 -1.4963
O 0.6476 0.8411 -0.7775
O 0.8109 -0.7962 0.5908
C -0.3249 -0.7778 -4.9897
C 0.6042 0.4280 -4.9161
O 1.7614 0.1155 -4.1319
O -0.9881 -1.1846 -3.8042
H 0.2330 -1.6438 -5.3739
H -1.0615 -0.6258 -5.7876
H 0.1823 1.3962 -4.6476
H 1.0826 0.5014 -5.8976
H 1.5381 0.1748 -3.2002
H -0.4585 -1.2448 -2.9672
C -0.1399 -0.6102 3.7393
C 0.6106 0.7181 3.7663
O 1.8010 0.5581 3.0223
O -0.8251 -0.8675 2.5226
H -0.8220 -0.6985 4.5835
H 0.6427 -1.3765 3.8116
H 0.8326 0.9734 4.8076
H 0.1006 1.5372 3.2544
H 2.4775 0.0904 3.5281
H -0.1403 -0.7953 1.8086
C -0.6093 -4.0755 0.2897
C 0.1600 -4.6260 1.4671
O 1.2985 -3.7724 1.6475
O 0.2217 -4.2296 -0.8744
H -0.9061 -3.0316 0.4141
H -1.5221 -4.6594 0.1439
H 0.4917 -5.6460 1.2559
H -0.4379 -4.6348 2.3799
H 1.7142 -3.9474 2.4970
H -0.3675 -4.0415 -1.6179
C -3.1262 0.0109 0.0676
C -3.8844 -1.1308 0.7956
O -3.0270 -2.0684 1.4584
O -2.6901 0.9656 1.0356
H -3.9026 0.5617 -0.4693
H -2.2885 -0.3143 -0.5530
H -4.6035 -1.6146 0.1320
H -4.4939 -0.7282 1.6117
H -2.2907 -1.6645 1.9596
H -1.9616 0.5740 1.5331
C -2.1970 2.8733 -1.8486
C -2.6756 1.7918 -2.8005
O -4.0321 1.9706 -3.1565
O -0.7906 2.9666 -1.9042
H -2.5694 2.7911 -0.8237
H -2.6796 3.7812 -2.2242
H -2.4517 0.7922 -2.4077
H -2.1090 1.8028 -3.7385
H -4.5148 1.1471 -3.2239
H -0.3562 2.2180 -1.4625
C 3.2406 3.6714 2.4541
C 2.0003 4.1757 1.7188
O 1.2664 3.0872 1.1343
O 3.9037 2.5924 1.8142
H 3.0209 3.4040 3.4911
H 3.8362 4.5870 2.5255
H 2.2816 4.8291 0.8872
H 1.3229 4.7447 2.3587
H 0.5964 3.4667 0.5471
H 4.8448 2.7865 1.8738

Forces on atoms 1 to 2 (eV/Å):
Hg 0.219 -1.254 -0.774
Hg 0.975 0.812 0.052

# 2
DFT (ωB97M-V/def2-TZVPD) results for 3 unconnected molecules or ions with the total composition C3H9N2O2S in a non-equilibrium geometry.

HOMO level (alpha / beta): -12.823 / -12.817 eV
DFT total energy: -777.4137 Eh
Gap between HOMO and LUMO (alpha / beta): 7.87 / 7.82 eV
Total charge: +1
2S+1: 1
Lowest unoccupied orbital energy (alpha / beta): -4.95 / -4.99 eV
Relative energy (zero: lowest compared OMol25 entry of this formula, charge and spin): 145.9 kcal per mole

Geometry (Å):
C 2.1501 1.5356 0.8546
C -2.2477 -0.9709 -1.7136
C 2.5429 0.2198 0.3093
N 1.6671 -0.7040 0.2866
N -1.7203 -0.0359 0.3993
O -0.6102 0.5222 0.6458
O -4.0140 -0.8786 0.3638
S -3.0979 -0.0852 1.1257
H 2.5087 2.3246 0.2141
H 2.5333 1.6066 1.8735
H 1.0919 1.5558 0.8856
H -3.1014 -1.5443 -1.7411
H -1.3316 -1.5867 -2.0207
H -2.4360 0.0085 -1.8914
H 3.4997 0.0703 -0.2486
H 0.7678 -0.3153 0.6077
H 1.7974 -1.7226 0.0492

Forces on atoms 1 to 2 (eV/Å):
C 0.753 -0.544 -0.207
C 3.249 -2.079 1.276

# 3
DFT (ωB97M-V/def2-TZVPD) results for a molecular structure, H28O14 in a non-equilibrium geometry.

HOMO level: -8.020 eV
DFT total energy: -1069.7961 Eh
Gap between HOMO and LUMO: 7.38 eV
2S+1: 1
Lowest unoccupied orbital energy: -0.64 eV
Relative energy (zero: lowest compared OMol25 entry of this formula, charge and spin): 254.1 kcal per mole

Geometry (Å):
H 0.3865 -0.7101 -0.0929
H -1.1300 -0.1908 -0.1995
H -3.7201 -3.1154 1.5622
H -2.2647 -2.8681 1.8605
H 1.8835 -0.3262 -1.6143
H 1.9254 1.1667 -1.8569
H -1.1823 -0.5280 -3.5463
H -0.5084 -0.6924 -4.8241
H -4.0687 2.7154 -3.3550
H -4.5255 1.2699 -2.7971
H -0.9132 1.3642 4.2331
H -1.0414 2.6045 3.3899
H 3.4889 -0.0944 -1.4074
H 4.4399 0.1949 -0.2670
H 0.4131 -3.5327 -0.6426
H -0.2195 -2.6883 0.4346
H 3.1005 2.0589 0.4247
H 2.1848 2.2375 1.5786
H 0.4155 1.2229 2.9897
H 0.6292 0.3256 1.8621
H -0.0762 -1.0817 3.7970
H -0.3045 -2.2429 2.9949
H -0.8055 4.5450 0.0260
H -0.7476 3.4609 -1.0916
H -1.1373 -3.0279 -3.2798
H -0.7910 -2.0508 -2.1747
H 2.2380 0.2942 0.6343
H 3.3118 0.1455 1.6737
O -0.5339 -0.9163 -0.4417
O -3.1203 -2.6094 2.2053
O 1.5125 0.3413 -2.2018
O -0.2916 -0.7255 -3.8555
O -3.7147 1.8839 -3.0390
O -1.1013 1.6381 3.3398
O 4.0384 0.5713 -1.0759
O -0.1662 -3.5970 0.1067
O 2.1640 1.9453 0.5993
O -0.0583 0.5641 2.4585
O 0.0741 -1.9715 3.8461
O -0.8486 4.4034 -0.9131
O -1.3145 -2.1261 -2.9926
O 2.3791 0.1418 1.6521

Forces on atoms 1 to 2 (eV/Å):
H -2.132 0.136 -0.642
H 0.459 -0.079 0.101

Q: Which value of relative energy (zero: lowest compared OMol25 entry of this formula, charge and spin) does entry 1 give?
A: 0.0 kcal per mole

Please write out number 3 again, unchanged.
DFT (ωB97M-V/def2-TZVPD) results for a molecular structure, H28O14 in a non-equilibrium geometry.

HOMO level: -8.020 eV
DFT total energy: -1069.7961 Eh
Gap between HOMO and LUMO: 7.38 eV
2S+1: 1
Lowest unoccupied orbital energy: -0.64 eV
Relative energy (zero: lowest compared OMol25 entry of this formula, charge and spin): 254.1 kcal per mole

Geometry (Å):
H 0.3865 -0.7101 -0.0929
H -1.1300 -0.1908 -0.1995
H -3.7201 -3.1154 1.5622
H -2.2647 -2.8681 1.8605
H 1.8835 -0.3262 -1.6143
H 1.9254 1.1667 -1.8569
H -1.1823 -0.5280 -3.5463
H -0.5084 -0.6924 -4.8241
H -4.0687 2.7154 -3.3550
H -4.5255 1.2699 -2.7971
H -0.9132 1.3642 4.2331
H -1.0414 2.6045 3.3899
H 3.4889 -0.0944 -1.4074
H 4.4399 0.1949 -0.2670
H 0.4131 -3.5327 -0.6426
H -0.2195 -2.6883 0.4346
H 3.1005 2.0589 0.4247
H 2.1848 2.2375 1.5786
H 0.4155 1.2229 2.9897
H 0.6292 0.3256 1.8621
H -0.0762 -1.0817 3.7970
H -0.3045 -2.2429 2.9949
H -0.8055 4.5450 0.0260
H -0.7476 3.4609 -1.0916
H -1.1373 -3.0279 -3.2798
H -0.7910 -2.0508 -2.1747
H 2.2380 0.2942 0.6343
H 3.3118 0.1455 1.6737
O -0.5339 -0.9163 -0.4417
O -3.1203 -2.6094 2.2053
O 1.5125 0.3413 -2.2018
O -0.2916 -0.7255 -3.8555
O -3.7147 1.8839 -3.0390
O -1.1013 1.6381 3.3398
O 4.0384 0.5713 -1.0759
O -0.1662 -3.5970 0.1067
O 2.1640 1.9453 0.5993
O -0.0583 0.5641 2.4585
O 0.0741 -1.9715 3.8461
O -0.8486 4.4034 -0.9131
O -1.3145 -2.1261 -2.9926
O 2.3791 0.1418 1.6521

Forces on atoms 1 to 2 (eV/Å):
H -2.132 0.136 -0.642
H 0.459 -0.079 0.101